61
Properties=species:S:1:pos:R:3:forces:R:3:lowdin_charge:R:1 method="wB97M-V/def2-TZVPD" charge=0 gap_ev="6.828 / 7.230" fmax_ev_per_a=1.55 de_lowest_kj_mol=0.0 homo_energy_ev="-7.4807 / -7.4553" multiplicity=2
Fe 0.4787 -0.3761 0.6657 0.49 -0.99 0.62 -0.003
C 1.3599 -2.1120 1.6365 -1.23 -0.34 0.88 -0.301
C 2.3436 -1.1575 1.4318 0.52 1.01 0.27 -0.296
C 1.9565 0.0138 2.1860 0.80 0.30 -0.67 -0.288
C 0.7057 -0.1921 2.7671 -0.36 0.12 0.59 -0.293
C 0.3201 -1.5213 2.4648 0.44 -0.65 -0.47 -0.293
C -0.8208 -2.2870 3.0335 0.02 -0.20 0.12 -0.061
C -0.0018 0.7823 3.6573 -0.15 -0.01 0.04 -0.006
C 2.8260 1.1985 2.4429 0.06 0.03 0.07 -0.029
C 3.6270 -1.3397 0.6866 0.00 -0.08 -0.03 -0.023
C 1.4042 -3.5488 1.2549 -0.03 -0.10 -0.02 -0.048
H -0.4416 -2.9513 3.8183 -0.02 0.04 -0.01 0.101
H -1.3051 -2.8976 2.2757 -0.01 -0.04 0.00 0.076
H -1.5771 -1.6402 3.4679 -0.02 0.04 -0.01 0.068
H 0.4821 0.8533 4.6335 0.04 -0.04 0.01 0.096
H -1.0379 0.4927 3.8246 0.00 -0.03 -0.04 0.079
H -0.0173 1.7845 3.2283 0.04 0.01 -0.02 0.073
H 3.3433 1.0567 3.3956 0.01 0.00 0.00 0.104
H 2.2519 2.1186 2.5284 -0.04 0.06 0.01 0.072
H 3.5861 1.3263 1.6764 0.04 -0.01 -0.05 0.066
H 4.4177 -1.7038 1.3466 -0.03 -0.03 0.04 0.096
H 3.9681 -0.4075 0.2426 -0.01 0.05 0.00 0.054
H 3.5085 -2.0624 -0.1210 -0.02 -0.01 0.01 0.081
H 1.8416 -4.1196 2.0805 -0.01 0.01 -0.01 0.101
H 2.0059 -3.7123 0.3661 0.03 -0.02 -0.04 0.064
H 0.4097 -3.9425 1.0564 -0.02 0.01 -0.01 0.082
C 0.9142 3.8286 0.5546 0.10 -0.14 -0.02 -0.537
C 2.0393 3.1178 -0.1984 0.04 0.12 0.18 -0.468
S 1.8909 1.3446 -0.5653 -0.67 -0.08 -0.63 0.950
C 1.6682 1.3509 -2.3643 0.05 0.05 -0.14 -0.502
C 0.4472 2.0529 -2.9556 0.27 0.18 0.21 -0.517
S -1.1191 1.2773 -2.5235 -0.10 -0.28 -0.03 0.902
C -2.0981 2.6004 -1.7920 0.01 0.14 0.07 -0.534
C -1.6731 3.0589 -0.3979 0.06 -0.26 -0.02 -0.532
S -0.4666 4.4106 -0.4444 -0.03 0.23 -0.05 0.887
H 1.3350 4.7430 0.9784 0.02 -0.03 0.05 0.073
H 0.5464 3.2317 1.3901 -0.04 -0.03 -0.02 0.055
H 2.9617 3.1871 0.3790 -0.02 0.14 0.02 0.064
H 2.2091 3.6246 -1.1486 0.05 -0.06 -0.02 0.079
H 1.6899 0.2907 -2.6214 -0.07 0.03 -0.02 0.039
H 2.5678 1.8160 -2.7764 0.02 -0.07 0.02 0.084
H 0.5583 2.0397 -4.0414 0.01 0.01 0.00 0.077
H 0.4293 3.0948 -2.6338 -0.05 -0.03 -0.08 0.038
H -3.0962 2.1610 -1.7336 0.01 0.00 -0.01 0.073
H -2.1565 3.4421 -2.4840 -0.06 0.02 0.02 0.072
H -1.2358 2.2164 0.1403 -0.08 0.05 0.01 0.012
H -2.5406 3.4041 0.1650 0.00 0.03 -0.03 0.072
S 0.4574 -1.7391 -1.1181 -0.29 0.13 -0.60 0.779
C -1.2369 -1.9006 -1.5698 0.64 -0.10 -0.15 -0.642
C -1.6114 -2.5865 -2.7209 0.19 -0.02 -0.01 -0.051
C -2.9431 -2.6873 -3.0906 0.04 -0.31 -0.37 -0.187
C -3.2815 -3.4230 -4.2910 -0.01 0.38 0.45 -0.171
N -3.5455 -3.9977 -5.2489 0.01 -0.10 -0.11 0.164
C -3.9232 -2.0860 -2.2968 -0.53 0.05 -0.08 -0.189
C -3.5482 -1.4132 -1.1431 0.04 0.07 0.18 -0.053
C -2.2108 -1.3275 -0.7683 -0.31 0.43 0.40 -0.632
S -1.7344 -0.5011 0.7202 -0.23 0.34 -0.60 0.795
C -5.3245 -2.1365 -2.6560 0.56 -0.03 0.12 -0.174
N -6.4422 -2.1612 -2.9157 -0.15 0.00 -0.04 0.163
H -0.8530 -3.0414 -3.3442 0.00 0.00 0.00 0.121
H -4.3091 -0.9473 -0.5310 -0.01 -0.01 0.01 0.120